Here is 8 unconnected molecules or ions with the total composition C25H69F3N6O8 at a distorted geometry from the OMol25 dataset. Energies are from wB97M-V/def2-TZVPD.

Values from the calculation:
**LUMO energy**: 0.41 eV
**E_tot**: -60513.2770 eV
**HOMO energy**: -0.27731 Eh
**Maximum force**: 0.080 Eh/bohr
**HOMO-LUMO gap**: 0.29245 hartree
**Relative energy (zero: lowest compared OMol25 entry of this formula, charge and spin)**: 0.00 kJ/mol

The geometry in XYZ format:
```
111
Properties=species:S:1:pos:R:3:forces:R:3
N -0.4563 0.3751 -0.9182 -0.86 0.53 -0.84
H -0.7507 1.0036 -1.7083 0.48 -0.08 0.48
H -0.5023 0.8893 -0.0241 0.22 0.60 0.50
H 0.4964 0.0156 -1.1078 -0.48 -0.57 0.15
H -1.2120 -0.3287 -0.9129 0.46 -0.22 0.17
C -0.0879 2.8472 2.2058 2.72 -1.10 -2.89
O 0.8502 2.0701 2.9879 -1.02 -0.06 1.43
O -0.5327 1.9995 1.2474 -1.64 0.64 1.46
C -1.0025 3.7811 3.0347 -0.80 -0.50 0.09
F -1.5977 3.1719 4.1044 0.35 0.23 -0.40
F -0.3368 4.8537 3.5300 -0.16 -0.50 -0.23
F -2.0015 4.2655 2.2625 0.36 -0.12 0.29
C 1.6079 2.7093 4.0089 0.76 -0.95 -0.50
C 2.5486 1.6255 4.5136 -0.32 -0.17 0.75
H 1.9252 0.8054 4.8847 0.05 -0.25 -0.49
H 3.2394 1.2935 3.7422 -0.02 -0.17 0.06
H 3.0812 1.8963 5.4301 0.27 0.47 -0.31
H 1.0229 3.0279 4.8753 -0.21 0.52 -0.36
H 2.1964 3.4876 3.5113 -0.21 0.51 0.51
H 0.6074 3.5196 1.6616 -0.29 0.98 0.43
C 1.0742 4.3210 -1.7653 -0.58 0.08 -1.37
O 1.6300 4.8562 -2.9866 0.25 -0.43 0.47
H 0.8079 3.2708 -1.9208 0.20 -0.09 0.31
H 1.7836 4.4113 -0.9514 -0.05 0.18 0.05
H 0.1293 4.8476 -1.6086 0.14 0.02 0.69
H 1.1624 4.4038 -3.6989 -0.02 0.28 -0.14
C 0.9828 -3.2253 2.5589 -0.13 -0.07 -0.18
C 1.9197 -2.0043 2.6417 -0.95 -1.06 -0.70
C 3.3316 -2.4033 2.2286 -0.15 -0.51 -0.12
O 4.2073 -1.3183 2.4137 0.26 -0.11 -0.30
C 5.5234 -1.6552 2.0132 -0.06 -0.16 0.77
N 1.3184 -1.0477 1.6836 1.38 0.10 0.27
H -0.0617 -2.9267 2.6768 0.11 0.20 0.60
H 1.2228 -4.0498 3.2329 -0.01 0.07 0.04
H 0.9439 -3.5907 1.5262 0.53 -0.14 0.02
H 1.9889 -1.6368 3.6680 -0.10 0.18 0.03
H 3.4010 -2.7953 1.2003 -0.40 0.50 -0.32
H 3.6717 -3.2985 2.7713 -0.07 0.27 0.60
H 6.1813 -0.8649 2.3618 0.02 0.20 -0.30
H 5.6097 -1.8320 0.9400 -0.01 0.17 -0.13
H 5.8483 -2.5669 2.5254 -0.03 -0.14 -0.01
H 2.1220 -0.5091 1.3580 -0.47 0.51 -0.02
H 0.6998 -0.3881 2.1533 0.09 0.10 -0.08
C -3.9012 -1.0753 4.3806 -0.01 -1.20 -0.51
C -3.7255 -0.1275 3.2018 1.69 0.84 2.16
C -3.9868 1.3058 3.6766 -0.99 -0.86 -0.69
O -5.3562 1.4375 4.0702 0.30 0.45 0.11
C -6.1817 1.7423 2.9848 -0.38 1.18 -0.72
N -2.2874 -0.0981 2.8387 0.04 0.22 -1.13
H -3.8384 -2.1199 4.0485 -0.01 0.17 0.05
H -4.8801 -1.0136 4.8504 0.14 0.48 0.25
H -3.0567 -0.9750 5.0634 -0.30 0.35 0.34
H -4.3337 -0.4669 2.3645 0.01 0.33 -0.14
H -3.6465 1.9571 2.8642 -0.66 0.47 0.00
H -3.3175 1.5322 4.5016 -0.33 -0.11 0.37
H -6.0640 2.7885 2.6617 0.53 -0.06 -0.08
H -7.2481 1.7502 3.2186 0.13 -0.74 0.53
H -5.9994 1.1150 2.1079 -0.05 -0.18 0.06
H -1.6395 0.1448 3.5830 -0.47 -0.27 0.47
H -2.1418 0.7075 2.2178 0.37 -0.10 -0.06
C 3.8487 -0.4186 -1.1258 0.86 -0.18 -0.68
C 2.9689 -1.3783 -1.9314 1.48 0.24 0.55
C 3.6528 -2.7616 -2.0343 -0.47 0.17 1.67
O 2.8434 -3.6746 -2.7641 1.22 0.77 -0.82
C 3.0051 -3.4781 -4.1692 -0.70 -0.62 -0.06
N 1.6451 -1.4596 -1.3527 -0.40 -0.97 -1.01
H 3.4997 0.6133 -1.0952 -0.55 -0.20 0.36
H 4.8166 -0.2998 -1.6298 0.02 -0.28 0.02
H 4.0759 -0.8309 -0.1421 -0.30 0.32 0.16
H 2.9269 -0.9798 -2.9511 -0.43 0.04 0.05
H 3.7286 -3.2111 -1.0357 -0.40 0.19 0.14
H 4.7231 -2.6581 -2.2575 -0.20 -0.21 -1.16
H 4.0169 -3.6826 -4.5228 0.12 -0.12 0.21
H 2.7272 -2.4838 -4.5270 -0.06 0.15 0.27
H 2.3097 -4.1900 -4.6147 0.16 0.02 -0.23
H 1.6280 -1.8524 -0.4067 0.31 0.45 0.05
H 1.2212 -2.2047 -1.9133 -0.55 0.26 0.18
C -2.9996 -2.8639 1.6469 0.80 0.50 -0.25
C -2.2711 -2.2358 0.4381 -0.35 0.03 0.18
C -2.2565 -3.2153 -0.7262 -1.11 -0.27 -0.56
O -1.9135 -2.6694 -2.0025 0.84 0.52 0.47
C -1.3336 -3.6276 -2.8176 0.79 -1.26 -1.14
N -2.9014 -0.9275 0.1004 0.36 -1.02 0.07
H -2.4115 -3.6946 2.0409 -0.39 -0.37 -0.07
H -4.0349 -3.1057 1.4066 0.02 -0.39 -0.05
H -3.0023 -2.1014 2.4261 0.16 -0.47 -0.42
H -1.2497 -2.0349 0.7737 0.09 0.15 -0.21
H -3.2605 -3.6182 -0.9095 -0.25 -0.05 0.51
H -1.6484 -4.0930 -0.4893 0.33 0.17 0.07
H -0.4640 -4.1433 -2.3854 -0.09 0.16 0.46
H -0.9377 -3.2464 -3.7611 -0.22 0.82 0.15
H -1.9938 -4.4374 -3.1660 -0.42 0.14 0.46
H -3.8974 -1.1351 0.0740 -0.06 0.36 -0.24
H -2.7375 -0.4109 0.9667 -0.16 0.05 -0.49
C 0.0864 0.1743 -4.7835 0.69 0.01 -0.09
C -0.0103 1.6253 -4.3863 -0.13 0.94 -0.32
C -0.2950 2.5599 -5.5674 0.97 -0.01 -0.52
O -0.2481 3.9025 -5.0983 -1.10 -0.51 0.22
C -0.7134 4.8390 -6.0529 0.34 0.54 0.39
N -1.0555 1.7724 -3.3695 -0.22 0.53 -0.15
H -0.8783 -0.1317 -5.1910 0.14 -0.27 -0.15
H 0.3533 -0.4649 -3.9427 -0.31 0.07 0.28
H 0.9047 0.0151 -5.4908 -0.32 0.07 -0.32
H 0.9268 2.0557 -4.0113 0.04 -0.56 0.46
H -1.2315 2.2824 -6.0672 -0.18 0.33 0.12
H 0.5161 2.5442 -6.3103 -0.13 -0.72 -0.12
H -0.0191 4.9043 -6.8947 -0.03 0.00 -0.08
H -0.7291 5.7854 -5.5151 0.06 0.13 -0.21
H -1.7236 4.6570 -6.4260 -0.01 -0.38 0.11
H -1.2898 2.7648 -3.3292 0.01 -0.11 0.28
H -1.9071 1.3143 -3.6917 0.10 -0.06 0.00
```
Positions in Å, forces in eV/Å.

---

Here is HNO3P2 in the gas phase at a distorted geometry from the OMol25 dataset. Energies are from wB97M-V/def2-TZVPD.

Values from the calculation:
**LUMO energy (spin up / spin down)**: -0.93 / -3.08 eV
**E_tot**: -26222.1325 eV
**⟨S²⟩**: 2.01
**HOMO energy (spin up / spin down)**: -0.37012 / -0.40249 Eh
**Multiplicity**: 3
**Maximum force**: 0.051 Eh/bohr
**HOMO-LUMO gap (spin up / spin down)**: 0.33580 / 0.28915 hartree
**Relative energy (zero: lowest compared OMol25 entry of this formula, charge and spin)**: 63.76 kJ/mol

The geometry in XYZ format:
```
7
Properties=species:S:1:pos:R:3:forces:R:3
N -0.7084 1.0516 0.3020 0.06 2.50 -0.72
O -0.2794 1.9729 0.8572 -0.81 -0.15 0.38
O 1.9978 0.1807 0.4069 -1.04 -0.30 -0.71
O -0.4243 -0.7249 1.1236 1.97 -0.31 -0.34
P 0.6326 -0.2760 0.0879 -0.02 -1.66 1.61
P -0.0615 -1.1063 -1.8279 0.57 0.18 0.33
H -1.1568 -1.0979 -0.9497 -0.73 -0.26 -0.57
```
Positions in Å, forces in eV/Å.

---

Here is a molecular structure, C21H25OSTi at a distorted geometry from the OMol25 dataset. Energies are from wB97M-V/def2-TZVPD.

Values from the calculation:
**LUMO energy**: 2.75 eV
**E_tot**: -58181.3082 eV
**HOMO energy**: -0.05195 Eh
**Maximum force**: 0.024 Eh/bohr
**Charge**: -1
**HOMO-LUMO gap**: 0.15306 hartree

The geometry in XYZ format:
```
49
Properties=species:S:1:pos:R:3:forces:R:3
Ti 0.2385 -0.3579 0.2777 0.69 -0.11 0.98
C -0.3205 1.0759 2.0569 0.31 0.22 0.12
C -1.5110 0.9571 1.3050 -0.29 -0.10 -0.03
C -1.9453 -0.3721 1.3820 -0.13 0.05 0.12
H -1.9591 1.7401 0.7219 -0.08 0.05 -0.07
C -1.0295 -1.0984 2.1677 -0.32 -0.34 0.11
C -0.0417 -0.1898 2.6106 0.02 -0.10 -0.16
H 0.7858 -0.4223 3.2561 0.10 -0.04 0.03
H 0.2637 1.9722 2.1738 -0.04 -0.01 0.15
H -2.8040 -0.7793 0.8775 -0.13 -0.04 -0.08
H -1.0827 -2.1473 2.4063 -0.06 -0.11 0.03
C 2.5323 -0.1646 -0.4411 0.37 -0.06 0.19
C 2.5537 -0.4241 0.9357 0.43 0.05 -0.12
C 2.0005 -1.7094 1.1454 -0.02 0.19 0.11
H 2.9062 0.2483 1.6995 0.02 0.10 0.06
C 1.6214 -2.2329 -0.1014 -0.44 -0.42 0.01
C 1.9434 -1.2672 -1.0866 0.03 0.23 -0.29
H 1.7293 -1.3299 -2.1382 0.01 -0.01 -0.16
H 2.8258 0.7536 -0.9151 0.03 -0.13 -0.03
H 1.8791 -2.2029 2.0936 -0.05 -0.02 0.11
H 1.1932 -3.2054 -0.2671 0.03 -0.16 -0.05
O -1.0813 -1.2310 -1.2916 -0.58 -0.11 -0.53
C -1.6580 -2.5446 -1.6918 0.12 0.74 0.23
C -2.8071 -1.8068 -2.3962 -0.12 -0.06 -0.14
C -2.0277 -3.3825 -0.4986 -0.05 -0.08 0.09
C -0.7246 -3.2538 -2.6429 0.09 -0.16 -0.13
C -2.0580 -0.5141 -2.1042 0.42 -0.20 0.36
H -3.7584 -1.8946 -1.8783 -0.08 -0.01 0.07
H -2.9418 -2.0538 -3.4454 -0.02 -0.04 -0.10
H -1.5702 -0.0353 -2.9471 0.08 0.07 -0.16
H -2.5767 0.2402 -1.5216 -0.01 0.08 0.13
H -2.5467 -4.2815 -0.8293 -0.06 -0.13 -0.12
H -2.6812 -2.8434 0.1809 -0.03 0.09 0.03
H -1.1408 -3.6862 0.0522 0.13 0.07 0.05
H -1.3016 -3.8761 -3.3265 -0.06 -0.12 -0.04
H -0.0230 -3.8945 -2.1166 0.15 0.00 0.08
H -0.1573 -2.5371 -3.2324 -0.02 0.09 -0.05
S 0.3169 1.7628 -1.1225 0.10 1.24 0.07
C 0.9794 3.0679 -0.0233 -0.24 -0.60 -0.85
C 0.0885 3.9567 0.6049 0.74 0.42 0.39
C 0.5632 4.9610 1.4610 0.28 -0.48 -0.41
C 1.9326 5.1042 1.6869 -0.13 -0.02 -0.02
C 2.8309 4.2542 1.0492 -0.58 -0.22 -0.22
C 2.3626 3.2511 0.1933 -0.47 0.72 0.64
H -0.9758 3.8649 0.4450 -0.03 -0.13 -0.11
H -0.1311 5.6302 1.9511 -0.09 0.03 0.02
H 2.3011 5.8775 2.3488 -0.03 0.05 0.04
H 3.8966 4.3722 1.2115 0.00 -0.02 -0.03
H 3.1101 2.6491 -0.2767 0.03 -0.46 -0.35
```
Positions in Å, forces in eV/Å.